one) Computed, not measured: the ion CH4NO3 with charge -1, with ωB97M-V/def2-TZVPD.

Last columns: bonded neighbours and bond lengths (Å).
Element x y z (Å)
1 O 0.350 -1.342 -0.103  C2 1.261
2 C 0.596 -0.133 -0.365  O1 1.261, O3 1.444, N4 1.600, H6 1.157
3 O 1.416 0.530 0.622  C2 1.444, H7 0.994
4 N -0.759 0.717 -0.365  C2 1.600, O5 1.424, H8 1.013
5 O -1.520 0.052 0.638  N4 1.424, H9 1.036
6 H 1.033 0.100 -1.411  C2 1.157
7 H 1.097 0.267 1.526  O3 0.994
8 H -1.313 0.586 -1.203  N4 1.013
9 H -0.900 -0.778 0.662  O5 1.036

The value obtained for the HOMO energy is -3.445 eV. The orbital gap comes out at 8.05 eV. Its total charge is -1. As for the spin multiplicity: 1. As for the SMILES: [O-][C@H](O)NO.


two) Computed, not measured: a cluster of 2 separate species, CH4NO3 in total, with ωB97M-V/def2-TZVPD.

Last columns: bonded neighbours and bond lengths (Å).
Element x y z (Å)
1 C -0.639 0.567 -1.814  O4 1.246, O5 1.228, H7 1.245
2 N 0.358 -0.853 1.899  O3 1.418, H8 0.969, H9 1.046
3 O 1.491 -0.609 1.083  N2 1.418, H6 0.987
4 O -0.326 0.412 -0.618  C1 1.246
5 O -0.031 1.224 -2.655  C1 1.228
6 H 1.031 0.035 0.494  O3 0.987
7 H -1.780 0.096 -1.981  C1 1.245
8 H 0.277 -0.048 2.433  N2 0.969
9 H -0.381 -0.823 1.158  N2 1.046

The value obtained for the HOMO energy is -4.676 eV. The orbital gap comes out at 9.23 eV. Its total charge is -1. As for the spin multiplicity: 1.


Which one is the least stable? From the structures above, one).